Entry 1:
Density functional theory data (ωB97M-V with the def2-TZVPD basis set) for a 2-piece molecular cluster, C15H5Cl3N3O6S overall in a non-equilibrium geometry.

Summary:
HOMO (Eh): -0.1585
Energy above the lowest of the compared OMol25 structures with the same formula, charge and spin (eV): 0.030
Net charge: -1
Multiplicity: 1

Structure (XYZ):
```
33
Properties=species:S:1:pos:R:3:mulliken_charge:R:1
N -3.28 -2.30 3.38 -0.486
C -2.34 -1.65 3.10 -0.274
C -1.16 -0.89 2.83 0.075
C -1.19 0.46 2.53 0.882
C -2.44 1.16 2.66 0.062
N -3.44 1.72 2.88 -0.509
C 0.02 1.25 2.90 0.442
O -0.08 2.38 3.37 -0.516
C 1.32 0.48 2.87 0.470
Cl 2.71 1.45 2.88 -0.145
C 1.36 -0.89 2.97 -0.054
Cl 2.81 -1.77 3.17 -0.142
C 0.10 -1.68 2.96 0.632
O 0.06 -2.89 3.14 -0.606
O -4.51 1.89 -7.88 -0.594
N -4.68 0.92 -7.12 0.907
O -5.34 -0.07 -7.51 -0.594
C -4.09 0.92 -5.82 -0.017
C -4.17 -0.23 -5.02 -0.452
C -3.33 -0.34 -3.92 -0.361
C -2.45 0.70 -3.56 0.024
S -1.21 0.48 -2.19 1.181
C -1.70 1.03 -0.57 -0.510
Cl -1.03 2.47 0.02 -0.214
O -1.01 -0.96 -2.16 -0.678
O -0.19 1.38 -2.68 -0.709
C -2.42 1.85 -4.36 -0.369
C -3.25 1.98 -5.47 -0.460
H -4.86 -1.01 -5.30 0.426
H -3.35 -1.26 -3.33 0.399
H -2.79 1.05 -0.50 0.346
H -1.75 2.68 -4.15 0.419
H -3.26 2.88 -6.08 0.423
```

***

Entry 2:
Density functional theory data (ωB97M-V with the def2-TZVPD basis set) for C15H60N24O14Si2 as an isolated structure in a non-equilibrium geometry.

Summary:
HOMO (Eh): -0.3349
Net charge: 0
Multiplicity: 1

Structure (XYZ):
```
115
Properties=species:S:1:pos:R:3:mulliken_charge:R:1
C 3.93 0.75 -0.53 -0.345
Si 4.67 2.12 -1.72 0.568
O 4.62 1.39 -3.34 -0.337
Si 6.24 1.13 -3.97 0.578
C 7.44 0.18 -2.79 -0.527
C 8.81 1.13 -2.62 -0.096
O 8.65 1.98 -1.41 -0.497
H 4.76 -0.11 -0.49 0.204
H 2.99 0.30 -1.07 0.234
H 3.73 1.14 0.56 -0.227
H 3.81 3.33 -1.75 -0.221
H 6.05 2.47 -1.35 -0.097
H 6.81 2.42 -4.42 -0.180
H 6.08 0.29 -5.18 -0.223
H 6.95 -0.11 -1.76 0.167
H 7.82 -0.84 -3.27 0.345
H 9.72 0.39 -2.47 0.251
H 8.92 1.80 -3.59 0.049
H 9.21 2.80 -1.55 0.311
C 1.98 -0.88 2.46 0.609
O 1.98 0.22 1.93 -0.583
N 3.02 -1.35 3.17 -0.336
N 0.93 -1.71 2.40 -0.348
H 3.04 -2.25 3.62 0.153
H 3.83 -0.75 3.24 0.229
H 0.12 -1.40 1.88 0.197
H 0.90 -2.62 2.83 0.138
C 5.88 1.87 3.32 0.712
O 5.67 0.66 3.29 -0.670
N 5.13 2.75 2.64 -0.346
N 6.89 2.41 4.03 -0.430
H 5.29 3.74 2.65 0.174
H 4.36 2.38 2.09 0.165
H 7.47 1.78 4.55 0.229
H 7.08 3.40 4.06 0.153
C -1.80 2.80 2.73 0.674
O -2.82 3.45 2.85 -0.768
N -1.21 2.58 1.54 -0.317
N -1.16 2.24 3.78 -0.319
H -0.36 2.04 1.42 0.155
H -1.65 2.98 0.73 0.203
H -1.57 2.38 4.69 0.206
H -0.32 1.70 3.70 0.156
C -5.84 1.15 2.86 0.694
O -5.74 1.44 1.68 -0.741
N -4.96 1.56 3.78 -0.286
N -6.83 0.38 3.34 -0.342
H -5.02 1.34 4.76 0.157
H -4.19 2.14 3.46 0.169
H -7.52 0.04 2.67 0.194
H -6.93 0.13 4.31 0.149
C -6.78 -3.49 3.87 0.687
O -5.93 -2.70 4.25 -0.670
N -7.16 -3.58 2.58 -0.395
N -7.42 -4.33 4.70 -0.404
H -7.86 -4.22 2.25 0.173
H -6.70 -2.96 1.92 0.244
H -7.16 -4.30 5.68 0.214
H -8.12 -4.99 4.40 0.154
C -1.16 -4.35 4.67 0.630
O -0.02 -4.50 5.09 -0.678
N -2.10 -3.68 5.35 -0.328
N -1.58 -4.86 3.49 -0.284
H -3.05 -3.55 5.02 0.166
H -1.84 -3.28 6.24 0.190
H -0.90 -5.38 2.95 0.194
H -2.51 -4.75 3.13 0.135
C 6.12 3.38 -7.54 0.705
O 6.86 2.43 -7.39 -0.621
N 5.31 3.83 -6.56 -0.299
N 6.03 4.07 -8.69 -0.420
H 4.68 4.61 -6.67 0.163
H 5.34 3.34 -5.68 0.079
H 6.63 3.77 -9.45 0.231
H 5.42 4.86 -8.83 0.147
C -4.88 -7.30 2.50 0.689
O -5.70 -7.57 3.37 -0.664
N -4.18 -8.24 1.84 -0.281
N -4.62 -6.04 2.12 -0.340
H -3.51 -8.03 1.12 0.134
H -4.35 -9.20 2.09 0.107
H -5.13 -5.30 2.59 0.122
H -3.96 -5.79 1.40 0.201
C -8.02 4.48 -0.38 0.585
O -8.01 5.58 -0.92 -0.713
N -6.97 4.01 0.32 -0.255
N -9.07 3.64 -0.44 -0.355
H -6.96 3.11 0.77 0.178
H -6.16 4.61 0.40 0.173
H -9.88 3.96 -0.97 0.211
H -9.09 2.74 -0.01 0.169
C -6.83 7.23 -4.67 0.556
O -6.74 7.52 -5.86 -0.674
N -5.95 7.65 -3.75 -0.345
N -7.83 6.46 -4.19 -0.334
H -6.02 7.42 -2.77 0.188
H -5.19 8.22 -4.07 0.203
H -8.51 6.12 -4.86 0.180
H -7.93 6.21 -3.22 0.243
C -3.35 -11.61 0.06 0.673
O -2.50 -10.83 0.44 -0.652
N -3.73 -11.71 -1.23 -0.387
N -3.98 -12.46 0.89 -0.394
H -4.43 -12.35 -1.56 0.166
H -3.27 -11.09 -1.89 0.220
H -3.73 -12.42 1.87 0.222
H -4.69 -13.11 0.60 0.163
C 9.95 4.75 -4.66 0.688
O 9.20 4.29 -3.82 -0.625
N 10.82 5.74 -4.39 -0.441
N 9.98 4.31 -5.93 -0.363
H 11.45 6.13 -5.07 0.146
H 10.84 6.10 -3.44 0.225
H 9.34 3.57 -6.17 0.211
H 10.59 4.68 -6.64 0.169
```